# 1
The following is a quantum chemistry calculation of a 2-piece molecular cluster, C6H11P overall at a distorted geometry, from the OMol25 dataset.

Positions of all 18 atoms, in Å:
C 0.52 0.85 0.00
C 1.05 -1.47 -0.14
C 2.47 -0.80 0.05
C 0.03 -0.37 -0.66
C -0.52 2.87 -0.25
C -1.40 -0.68 -0.13
P 2.06 0.91 0.61
H 1.32 -2.38 -0.81
H 0.75 -1.75 0.82
H 3.32 -1.39 0.56
H 2.88 -0.73 -0.91
H 0.11 -0.23 -1.79
H -0.65 2.89 0.78
H -1.29 2.63 -0.98
H 0.30 3.26 -0.71
H -1.77 -1.52 -0.63
H -2.06 0.03 -0.38
H -1.37 -0.85 0.91

Values from the calculation:
E_HOMO, eV: -8.6
Lowest unoccupied orbital energy, eV: 0.48
Energy above the lowest of the compared OMol25 structures with the same formula, charge and spin, kJ/mol: 321.1
M, g mol⁻¹: 114.13
Gap between HOMO and LUMO, eV: 9.133

***

# 2
The following is a quantum chemistry calculation of C24H72AsF6N6O6 as an isolated structure at a distorted geometry, from the OMol25 dataset.

Positions of all 115 atoms, in Å:
C -0.10 -3.68 -4.34
C 0.79 -2.85 -5.22
C 0.20 -2.91 -6.65
O 0.92 -2.05 -7.43
C 0.63 -2.00 -8.80
N 0.92 -1.40 -4.89
H 0.03 -1.07 -4.54
H 1.60 -1.24 -4.14
H 1.17 -0.84 -5.71
H -1.14 -3.22 -4.27
H 0.31 -3.83 -3.28
H -0.10 -4.63 -4.90
H 1.83 -3.22 -5.28
H -0.87 -2.65 -6.71
H 0.29 -3.93 -7.06
H -0.44 -1.90 -9.02
H 0.83 -3.01 -9.22
H 1.20 -1.34 -9.38
C -8.28 5.08 -2.70
C -9.04 5.28 -1.37
C -8.21 5.04 -0.13
O -8.88 5.47 1.03
C -8.51 4.88 2.22
N -9.51 6.76 -1.19
H -9.63 6.92 -0.18
H -8.82 7.40 -1.57
H -10.42 6.87 -1.70
H -8.07 3.98 -2.70
H -7.30 5.58 -2.68
H -8.97 5.28 -3.53
H -10.02 4.75 -1.34
H -7.20 5.55 -0.32
H -7.99 3.96 -0.12
H -9.05 5.34 3.01
H -7.44 5.05 2.47
H -8.60 3.80 2.22
C 3.81 8.56 6.16
C 2.92 7.38 6.36
C 3.68 6.05 6.41
O 2.85 5.01 6.82
C 3.52 3.92 7.32
N 2.22 7.52 7.68
H 2.97 7.54 8.41
H 1.86 8.44 7.75
H 1.62 6.76 7.90
H 4.30 8.75 7.14
H 3.22 9.45 5.72
H 4.64 8.34 5.49
H 2.09 7.38 5.61
H 4.54 6.13 7.16
H 4.15 5.78 5.49
H 2.86 3.06 7.42
H 3.94 4.13 8.32
H 4.37 3.62 6.69
C 4.04 3.31 -6.48
C 4.40 3.69 -5.05
C 3.50 4.84 -4.71
O 3.96 5.55 -3.40
C 3.20 6.03 -2.46
N 4.45 2.53 -4.10
H 5.27 2.02 -4.44
H 4.72 2.81 -3.15
H 3.56 1.95 -4.00
H 3.87 4.09 -7.18
H 3.09 2.75 -6.52
H 4.77 2.64 -6.87
H 5.47 4.07 -4.98
H 2.46 4.59 -4.53
H 3.54 5.70 -5.42
H 3.71 6.36 -1.53
H 2.09 5.51 -2.21
H 2.42 6.81 -2.84
C -7.49 -9.09 -0.17
C -6.32 -10.09 -0.48
C -4.92 -9.54 -0.20
O -4.03 -10.57 -0.34
C -2.68 -10.13 -0.50
N -6.35 -11.33 0.46
H -6.25 -11.05 1.44
H -7.14 -11.95 0.26
H -5.47 -11.79 0.31
H -8.37 -9.73 -0.28
H -7.57 -8.27 -0.89
H -7.47 -8.75 0.85
H -6.53 -10.47 -1.49
H -5.04 -9.22 0.90
H -4.73 -8.65 -0.82
H -2.10 -10.92 -0.98
H -2.27 -9.91 0.47
H -2.59 -9.23 -1.10
C 7.92 -4.83 5.83
C 6.55 -4.20 6.06
C 6.05 -3.52 4.81
O 4.67 -3.26 5.02
C 3.97 -2.32 4.22
N 5.57 -5.38 6.31
H 5.62 -6.04 5.57
H 5.76 -5.82 7.22
H 4.64 -4.92 6.28
H 8.67 -4.07 5.62
H 7.91 -5.58 5.01
H 8.24 -5.46 6.73
H 6.61 -3.60 6.96
H 6.17 -4.22 3.96
H 6.59 -2.59 4.59
H 2.95 -2.34 4.50
H 4.05 -2.46 3.14
H 4.34 -1.33 4.29
As 1.44 1.14 -2.47
F 2.85 0.95 -1.49
F 1.01 -0.49 -2.33
F 0.30 1.44 -3.69
F 2.24 2.76 -2.93
F 2.50 0.67 -3.93
F 0.51 1.85 -1.28

Values from the calculation:
E_HOMO, eV: -15.3
Lowest unoccupied orbital energy, eV: -7.21
Energy above the lowest of the compared OMol25 structures with the same formula, charge and spin, kJ/mol: 0.9
Total charge: +5
M, g mol⁻¹: 729.79
Gap between HOMO and LUMO, eV: 8.130

***

# 3
The following is a quantum chemistry calculation of a 8-piece molecular cluster, C48H40ClN2O15 overall, from the OMol25 dataset.

Positions of all 106 atoms, in Å:
O 2.87 3.47 0.88
C 2.68 3.43 -0.29
Cl 1.99 4.80 -1.15
C 3.05 2.27 -1.17
C 4.53 1.94 -1.04
C 4.78 0.53 -1.61
N 6.19 0.19 -1.91
C 7.06 1.36 -1.90
C 6.40 2.52 -2.63
N 5.36 3.04 -1.70
H 2.48 1.42 -0.80
H 2.77 2.41 -2.22
H 4.80 1.96 0.01
H 4.41 -0.15 -0.84
H 4.17 0.41 -2.50
H 6.20 -0.18 -2.86
H 7.25 1.64 -0.86
H 8.02 1.11 -2.35
H 5.90 2.16 -3.53
H 7.10 3.32 -2.88
H 4.77 3.74 -2.16
H 5.85 3.54 -0.95
C 3.10 -0.58 -5.84
C 2.10 -0.87 -6.66
C 1.27 0.19 -7.28
O 0.34 -0.08 -8.00
C 1.63 1.60 -6.97
C 2.63 1.90 -6.16
C 3.43 0.83 -5.52
O 4.34 1.10 -4.75
H 3.70 -1.33 -5.35
H 1.82 -1.89 -6.89
H 1.01 2.36 -7.45
H 2.91 2.91 -5.91
C 6.25 5.52 3.08
C 5.72 5.38 1.87
C 6.42 5.93 0.68
O 5.94 5.80 -0.44
C 7.70 6.64 0.88
C 8.22 6.78 2.09
C 7.54 6.22 3.29
O 8.02 6.34 4.40
H 5.76 5.13 3.97
H 4.78 4.88 1.69
H 8.17 7.04 -0.01
H 9.16 7.29 2.27
C -2.74 0.67 -2.62
C -1.43 0.52 -2.81
C -0.90 0.05 -4.12
O 0.30 -0.08 -4.29
C -1.87 -0.25 -5.20
C -3.18 -0.11 -5.00
C -3.72 0.36 -3.70
O -4.91 0.49 -3.52
H -3.16 1.01 -1.69
H -0.70 0.73 -2.05
H -1.46 -0.59 -6.14
H -3.91 -0.32 -5.77
C -0.30 -1.63 0.42
C -0.78 -2.35 1.42
C -0.66 -1.87 2.83
O -1.09 -2.52 3.76
C 0.01 -0.56 3.06
C 0.48 0.16 2.04
C 0.35 -0.32 0.65
O 0.76 0.35 -0.28
H -0.37 -1.94 -0.62
H -1.27 -3.30 1.27
H 0.07 -0.23 4.09
H 0.96 1.12 2.18
C -9.19 -2.02 -0.09
C -9.80 -2.05 -1.26
C -9.15 -1.54 -2.49
O -9.71 -1.57 -3.57
C -7.77 -0.98 -2.36
C -7.16 -0.95 -1.18
C -7.81 -1.47 0.05
O -7.25 -1.44 1.12
H -9.64 -2.39 0.82
H -10.80 -2.45 -1.39
H -7.31 -0.61 -3.26
H -6.16 -0.55 -1.06
C -4.10 -6.83 2.44
C -4.61 -7.54 3.45
C -4.51 -7.06 4.86
O -4.99 -7.70 5.77
C -3.82 -5.77 5.09
C -3.31 -5.06 4.08
C -3.42 -5.54 2.68
O -2.97 -4.88 1.76
H -4.16 -7.16 1.41
H -5.12 -8.48 3.30
H -3.75 -5.43 6.12
H -2.80 -4.12 4.23
C -2.20 -1.00 6.98
C -2.37 -2.09 7.72
C -3.67 -2.82 7.73
O -3.80 -3.83 8.38
C -4.76 -2.29 6.88
C -4.59 -1.20 6.13
C -3.29 -0.48 6.12
O -3.13 0.50 5.42
H -1.27 -0.45 6.95
H -1.59 -2.50 8.34
H -5.69 -2.85 6.90
H -5.37 -0.80 5.50

Values from the calculation:
E_HOMO, eV: -11.3
Lowest unoccupied orbital energy, eV: -4.04
Energy above the lowest of the compared OMol25 structures with the same formula, charge and spin, kJ/mol: 0.0
Total charge: +1
M, g mol⁻¹: 920.30
Gap between HOMO and LUMO, eV: 7.271

***

# 4
The following is a quantum chemistry calculation of a 2-piece molecular cluster, H4O2 overall at a distorted geometry, from the OMol25 dataset.

Positions of all 6 atoms, in Å:
O -3.09 -0.48 1.63
H -3.60 -0.17 0.85
H -3.28 -1.39 1.66
O 3.27 1.11 -1.42
H 2.91 0.55 -0.74
H 3.79 0.38 -1.98

Values from the calculation:
E_HOMO, eV: -11.5
Lowest unoccupied orbital energy, eV: 0.97
Energy above the lowest of the compared OMol25 structures with the same formula, charge and spin, kJ/mol: 43.7
SMILES: O.O
M, g mol⁻¹: 36.03
Gap between HOMO and LUMO, eV: 12.498

***

# 5
The following is a quantum chemistry calculation of one molecule with the formula C18H20F3N3O at a distorted geometry, from the OMol25 dataset.

Positions of all 45 atoms, in Å:
F -0.46 7.24 -0.04
C -0.10 6.40 0.94
F -1.24 5.89 1.44
F 0.42 7.18 1.92
C 0.87 5.35 0.49
C 1.83 5.67 -0.46
C 2.74 4.71 -0.85
C 2.69 3.44 -0.30
C 1.74 3.12 0.66
C 1.70 1.72 1.23
C 1.27 0.79 0.15
N 2.09 0.21 -0.68
O 1.29 -0.51 -1.52
C 0.03 -0.30 -1.12
C -1.09 -1.07 -1.74
N -1.26 -2.36 -1.11
C -0.20 -3.33 -1.36
C -0.01 -4.07 -0.03
C -1.07 -5.16 0.17
C -2.48 -4.62 -0.09
C -2.71 -3.28 0.61
C -1.53 -2.34 0.33
C -0.27 -2.94 0.96
N -0.04 0.49 -0.10
C 0.82 4.08 1.05
H 1.85 6.66 -0.88
H 3.48 4.95 -1.60
H 3.40 2.68 -0.62
H 2.69 1.43 1.57
H 0.98 1.67 2.05
H -0.89 -1.23 -2.80
H -2.01 -0.49 -1.62
H -0.50 -4.00 -2.17
H 0.74 -2.84 -1.65
H 0.99 -4.50 0.05
H -0.87 -6.00 -0.50
H -0.99 -5.53 1.19
H -2.62 -4.48 -1.16
H -3.22 -5.35 0.25
H -3.63 -2.83 0.24
H -2.81 -3.42 1.69
H -1.75 -1.33 0.68
H -0.43 -3.29 1.98
H 0.55 -2.22 0.97
H 0.06 3.84 1.78

Values from the calculation:
E_HOMO, eV: -8.7
Lowest unoccupied orbital energy, eV: 0.71
Energy above the lowest of the compared OMol25 structures with the same formula, charge and spin, kJ/mol: 0.0
SMILES: FC(F)(F)c1cccc(Cc2noc(CN3C[C@@H]4CCC[C@H]3C4)n2)c1
M, g mol⁻¹: 351.37
Gap between HOMO and LUMO, eV: 9.395

***

# 6
The following is a quantum chemistry calculation of C11H7F5IO3S as an isolated structure at a distorted geometry, from the OMol25 dataset.

Positions of all 28 atoms, in Å:
O -0.63 -1.53 4.94
C -0.52 -1.50 3.76
O -1.32 -2.02 2.79
C -0.45 -2.15 1.65
S -1.21 -2.49 0.08
C 0.25 -0.80 1.75
C -0.48 0.44 1.20
F -0.38 1.47 2.10
F -1.81 0.19 1.05
C 0.10 0.92 -0.11
C 1.45 1.22 -0.19
C 2.01 1.64 -1.38
C 1.21 1.76 -2.50
C -0.14 1.48 -2.41
C -0.99 1.63 -3.64
F -0.83 2.85 -4.20
F -2.30 1.45 -3.41
F -0.62 0.74 -4.60
C -0.71 1.06 -1.22
O 0.45 -0.71 3.15
H 0.35 -2.94 1.85
H -0.43 -3.52 -0.24
H 1.24 -0.95 1.32
H 2.04 1.10 0.71
H 3.07 1.87 -1.43
H 1.65 2.07 -3.44
H -1.76 0.81 -1.16
I 0.75 -4.06 3.57

Values from the calculation:
E_HOMO, eV: -4.0
Lowest unoccupied orbital energy, eV: 2.47
Total charge: -1
M, g mol⁻¹: 441.13
Gap between HOMO and LUMO, eV: 6.447

***

# 7
The following is a quantum chemistry calculation of a 2-piece molecular cluster, C7H11BrS overall at a distorted geometry, from the OMol25 dataset.

Positions of all 20 atoms, in Å:
C 0.97 1.01 -1.72
C 1.82 0.42 -0.63
C 2.59 -0.46 -0.14
Br 3.26 -2.16 -0.28
S 2.48 1.03 1.05
H 0.11 1.53 -1.09
H 0.61 0.19 -2.35
H 1.61 1.70 -2.25
C -1.38 1.41 1.59
C -1.45 0.31 0.57
C -0.90 -0.86 0.61
C -0.90 -1.92 -0.44
H -0.90 1.01 2.56
H -2.29 1.62 1.99
H -0.81 2.29 1.13
H -1.93 0.56 -0.33
H -0.56 -1.11 1.60
H -1.15 -1.39 -1.37
H -1.37 -2.91 0.01
H 0.20 -2.26 -0.52

Values from the calculation:
E_HOMO, eV: -7.9
Lowest unoccupied orbital energy, eV: 0.37
Energy above the lowest of the compared OMol25 structures with the same formula, charge and spin, kJ/mol: 312.3
SMILES: CC1=C(Br)S1.C/C=C/C
M, g mol⁻¹: 207.14
Gap between HOMO and LUMO, eV: 8.234

***

# 8
The following is a quantum chemistry calculation of a 3-piece molecular cluster, C4H16NO2 overall at a distorted geometry, from the OMol25 dataset.

Positions of all 23 atoms, in Å:
C -0.09 -0.68 -0.32
C -1.38 -0.74 0.47
C -2.65 -1.13 -0.29
C -1.26 -2.06 1.64
N 1.06 -0.22 0.58
H 0.13 -1.62 -0.81
H -0.20 0.17 -1.02
H -1.51 0.08 1.19
H -2.26 -1.92 -0.94
H -3.48 -1.47 0.35
H -3.03 -0.25 -0.82
H -1.14 -2.99 1.08
H -2.25 -2.13 2.06
H -0.49 -1.67 2.31
H 1.44 -1.08 0.98
H 1.83 0.30 0.07
H 0.69 0.39 1.32
H 3.66 1.23 -1.17
H 2.41 2.09 -1.17
O 2.72 1.17 -1.01
H 1.50 4.33 -0.77
H 2.16 4.23 -2.32
O 2.14 3.97 -1.41

Values from the calculation:
E_HOMO (spin up / spin down), eV: -17.8 / -17.8
Lowest unoccupied orbital energy (spin up / spin down), eV: -6.98 / -13.82
Spin multiplicity: 2
Energy above the lowest of the compared OMol25 structures with the same formula, charge and spin, kJ/mol: 46.6
Total charge: +2
M, g mol⁻¹: 110.18
Gap between HOMO and LUMO (spin up / spin down), eV: 10.843 / 4.000

***

# 9
The following is a quantum chemistry calculation of a 2-piece molecular cluster, C4H13N2O overall, from the OMol25 dataset.

Positions of all 20 atoms, in Å:
C 1.12 2.77 -0.35
C 1.25 1.58 -0.90
N 0.25 0.96 -1.71
H 0.27 3.41 -0.54
H 1.89 3.15 0.31
H 2.11 0.95 -0.71
H -0.26 1.65 -2.25
H 0.67 0.33 -2.38
C 0.19 -1.80 0.93
O 0.17 -3.20 0.99
C -1.24 -1.39 0.64
N -1.32 0.10 0.46
H 0.86 -1.44 0.14
H 0.50 -1.37 1.89
H 1.07 -3.53 1.05
H -1.62 -1.85 -0.26
H -1.87 -1.66 1.48
H -0.76 0.38 -0.40
H -0.98 0.59 1.28
H -2.30 0.38 0.33

Values from the calculation:
E_HOMO, eV: -13.2
Lowest unoccupied orbital energy, eV: -3.15
Energy above the lowest of the compared OMol25 structures with the same formula, charge and spin, kJ/mol: 189.2
Total charge: +1
M, g mol⁻¹: 105.16
Gap between HOMO and LUMO, eV: 10.097

***

# 10
The following is a quantum chemistry calculation of one molecule with the formula C5H6O2, from the OMol25 dataset.

Positions of all 13 atoms, in Å:
C 2.03 -1.48 0.58
C 1.02 -0.69 0.26
O -0.14 -0.44 0.98
C -0.50 0.72 0.17
C -1.93 0.69 -0.31
C 0.67 0.36 -0.76
O 1.09 0.74 -1.81
H 2.00 -2.05 1.50
H 2.90 -1.55 -0.06
H -0.28 1.63 0.73
H -2.60 0.70 0.55
H -2.14 -0.20 -0.91
H -2.13 1.58 -0.92

Values from the calculation:
E_HOMO, eV: -9.5
Lowest unoccupied orbital energy, eV: 0.15
Energy above the lowest of the compared OMol25 structures with the same formula, charge and spin, kJ/mol: 153.9
SMILES: C=C1O[C@H](C)C1=O
M, g mol⁻¹: 98.10
Gap between HOMO and LUMO, eV: 9.624